1.
This record from the Open Molecules 2025 dataset describes a 10-piece molecular cluster, C27H57N3O25S5 overall in a non-equilibrium geometry. The level of theory is ωB97M-V/def2-TZVPD.

Values from the calculation:
spin multiplicity: 1

Geometry as XYZ:
```
117
Properties=species:S:1:pos:R:3:forces:R:3
C -1.37390 2.95243 4.25366 1.217 0.760 0.571
C -1.10588 3.30265 5.70390 -0.294 0.670 0.001
O -1.70473 4.20514 6.26701 -0.015 -0.032 -0.159
N -0.13770 2.59886 6.33975 0.526 -0.470 -0.063
C 0.26688 2.84443 7.69925 0.040 0.100 0.952
H -2.18520 2.23246 4.20444 1.094 0.689 0.127
H -0.48415 2.59426 3.73432 0.009 -0.514 0.262
H -1.55409 3.89567 3.74274 -0.622 -0.049 0.068
H 0.12862 1.71467 5.93826 0.090 0.099 -0.094
H -0.14418 2.11985 8.40608 -0.043 -0.144 -0.123
H -0.06034 3.81418 8.06526 -0.265 0.088 -0.454
H 1.35048 2.84620 7.82820 0.051 -0.194 -0.316
C 1.21220 -3.32557 -3.30532 -0.344 0.559 0.196
C 2.24988 -4.14206 -4.03400 0.544 -0.196 1.065
O 2.99679 -4.91845 -3.45107 -0.182 0.206 -0.232
N 2.33549 -3.98082 -5.37256 -0.195 0.789 -1.109
C 1.51660 -3.13940 -6.26055 0.390 -1.149 0.217
H 1.36142 -2.24340 -3.38552 -0.009 -0.056 -0.708
H 1.19716 -3.42945 -2.22304 0.253 -0.837 -0.111
H 0.23029 -3.58689 -3.70664 -0.101 0.222 0.114
H 3.06253 -4.49126 -5.84491 0.088 -0.262 0.327
H 2.15259 -2.63732 -6.98709 0.081 0.375 0.262
H 0.92187 -2.45285 -5.67105 -0.030 0.171 -0.198
H 0.90246 -3.80790 -6.86712 -0.464 0.192 0.121
C -7.13418 -2.95659 -3.16967 0.734 0.599 0.796
C -6.43215 -2.70096 -1.82718 -0.734 -0.777 -0.173
O -6.94013 -3.09965 -0.79199 0.399 0.241 0.096
N -5.25651 -2.04912 -1.90949 0.934 0.312 -0.414
C -4.41348 -1.59718 -0.81743 -0.962 -0.052 0.908
H -7.33249 -4.01882 -3.26781 -0.091 -0.007 -0.039
H -6.50332 -2.59021 -3.97821 -0.300 -0.096 -0.276
H -8.06190 -2.39232 -3.09782 -0.114 -0.137 -0.330
H -4.94287 -1.74595 -2.81400 -0.247 -0.081 -0.140
H -4.53851 -2.24655 0.04804 0.074 -0.187 -0.169
H -4.76634 -0.62674 -0.45772 0.358 0.192 -0.164
H -3.36516 -1.58283 -1.10165 -0.024 0.103 -0.098
C -5.43033 1.98093 2.59458 0.989 0.203 0.567
C -4.03763 2.45972 2.96917 0.087 1.117 -1.123
O -3.46373 1.39993 3.70886 -1.361 -2.845 0.173
S -3.96431 -0.04808 3.13894 -1.495 0.100 -0.141
O -4.45469 -0.90976 4.17823 0.494 1.434 -0.654
O -3.03662 -0.58909 2.20718 0.069 0.344 0.070
O -5.19895 0.60555 2.27594 0.280 -0.913 0.609
H -5.83173 2.45235 1.70534 -0.052 0.077 0.025
H -6.04723 2.15200 3.47904 -0.489 -0.568 -0.239
H -4.02095 3.34215 3.60902 -0.131 -0.101 -0.058
H -3.39874 2.64542 2.09703 -0.295 -0.003 0.139
C 0.39899 4.04161 -1.19760 0.003 -0.068 -0.209
C -0.80589 4.25978 -2.07913 0.300 -0.467 -0.970
O -1.92626 4.30402 -1.21176 -0.041 0.397 1.449
S -1.48063 4.91297 0.23948 0.166 0.916 -1.118
O -1.90061 3.99427 1.25365 0.483 0.501 -0.551
O -1.89254 6.28521 0.33328 0.578 -1.198 -0.007
O 0.13460 4.86229 -0.05404 -1.494 0.273 0.870
H 1.29822 4.39783 -1.69529 0.111 0.039 0.263
H 0.50543 2.99904 -0.89034 0.011 0.047 -0.115
H -0.91265 3.40890 -2.75386 -0.231 0.052 0.057
H -0.76456 5.17976 -2.66411 0.111 0.064 0.134
C -3.14203 -4.71883 -0.90370 0.739 -0.792 -0.226
C -2.21355 -5.94677 -0.84200 0.413 0.289 -0.209
O -1.06891 -5.54661 -0.06516 0.640 1.009 0.798
S -1.17351 -3.99156 0.44773 -0.110 -0.595 -1.688
O -0.56873 -3.14439 -0.55846 -0.663 -0.775 1.075
O -0.83649 -3.81859 1.81917 -0.366 -0.457 -0.854
O -2.76078 -4.00607 0.25357 -0.225 1.328 0.989
H -4.19551 -4.97564 -0.84965 -0.018 0.153 0.185
H -2.92492 -4.16318 -1.81716 -0.120 0.284 0.142
H -1.83605 -6.16757 -1.83858 -0.165 -0.396 0.043
H -2.63643 -6.80831 -0.33273 -0.122 -0.023 -0.148
C 2.31724 2.77380 2.77607 0.261 -0.222 0.901
C 3.79758 2.77399 3.14157 -0.338 0.740 0.188
O 4.41003 2.64400 1.86247 0.892 -0.461 -0.780
S 3.61480 3.39492 0.69542 -0.042 0.772 0.830
O 3.43750 2.53115 -0.41949 -0.012 -0.278 0.300
O 4.17777 4.68861 0.44810 -0.622 -0.802 0.497
O 2.25865 3.50764 1.56459 0.231 0.457 -1.123
H 1.70697 3.29131 3.51204 -0.038 0.055 -0.042
H 1.95269 1.75316 2.64333 0.001 0.129 -0.177
H 4.10436 1.98328 3.82205 -0.020 -0.352 -0.422
H 4.14258 3.70993 3.58756 -0.253 0.119 -0.069
C 5.95437 -1.54403 1.12564 -1.080 1.262 -1.442
C 5.13286 -0.22647 1.11191 1.273 0.236 -0.002
O 3.76335 -0.56196 1.11748 -0.589 -0.333 0.386
S 3.53160 -2.12889 1.35962 0.283 -0.544 -1.435
O 3.25724 -2.71311 0.07885 0.132 0.306 0.877
O 2.65410 -2.36492 2.45148 0.671 0.288 -0.109
O 5.07031 -2.46016 1.75389 -0.343 -0.250 0.906
H 6.91429 -1.34069 1.59078 -0.187 -0.697 0.656
H 6.13202 -1.86832 0.09774 0.031 -0.153 0.053
H 5.35829 0.38037 0.23737 -0.128 -0.041 -0.096
H 5.35759 0.37083 1.99287 -0.101 -0.054 0.116
C 4.46561 -0.29394 -3.06312 0.952 -0.195 1.013
C 4.60752 -0.99796 -4.40726 -0.589 0.691 0.118
C 3.52511 -0.25427 -5.21052 1.116 0.019 0.065
O 2.51115 0.14952 -4.31644 -0.380 -0.101 0.252
C 3.00889 0.16916 -2.95986 0.820 -0.165 -0.678
H 5.16952 0.54136 -2.97892 -0.354 0.363 -0.517
H 4.80947 -0.86685 -2.19450 -0.498 -0.527 -0.161
H 4.39720 -2.06390 -4.33641 0.099 -0.037 -0.049
H 5.56926 -0.78865 -4.87208 0.130 -0.414 0.092
H 3.18214 -0.89887 -6.01824 -0.582 0.237 0.052
H 3.98942 0.64169 -5.64041 -0.091 -0.009 -0.203
H 2.36032 -0.48170 -2.38326 0.113 -0.027 0.243
H 3.05833 1.16751 -2.52462 -0.708 0.133 -0.192
C 0.24331 0.08539 1.18433 -0.029 0.525 -0.593
C -0.65529 1.32277 1.20994 -0.712 -0.345 0.583
C -1.37461 1.22396 -0.11920 0.804 0.675 -0.682
O -0.34213 0.78459 -1.02422 -0.216 -0.661 -0.070
C 0.69488 0.11058 -0.28873 -0.167 0.616 0.856
H -0.33686 -0.79984 1.44192 0.089 -0.064 0.009
H 1.09830 0.18993 1.85196 -0.042 -0.337 0.025
H -0.13140 2.28106 1.24850 0.312 -0.233 0.022
H -1.32891 1.29558 2.06775 -0.022 0.065 -0.164
H -1.63129 2.21007 -0.51597 -0.524 -0.398 0.313
H -2.24013 0.55879 -0.14313 0.065 -0.108 0.172
H 1.55018 0.79303 -0.31522 0.374 -0.505 -0.349
H 0.89347 -0.88119 -0.68932 0.075 0.079 -0.160
```
Positions in Å, forces in eV/Å.

=====

2.
This record from the Open Molecules 2025 dataset describes a 8-piece molecular cluster, C27H57N8O11PS overall in a non-equilibrium geometry. The level of theory is ωB97M-V/def2-TZVPD.

Values from the calculation:
spin multiplicity: 1

Geometry as XYZ:
```
105
Properties=species:S:1:pos:R:3:forces:R:3
N -1.77574 6.28072 0.17460 0.290 0.405 -0.417
P -2.05539 5.97263 -1.48596 -1.097 0.583 -1.177
O -0.72963 6.64069 -2.17790 0.119 -0.710 0.598
O -1.75032 4.32112 -1.71268 1.363 0.435 1.032
S -1.03875 3.49594 -0.45945 -0.346 -0.177 1.016
O -1.11138 2.12962 -0.87300 -0.137 -0.690 -0.586
O 0.59934 3.85232 -0.52482 -0.677 0.394 -0.638
C 1.09108 4.19345 0.73755 -0.263 -0.240 -0.490
C 1.95311 5.24499 0.82974 0.462 0.951 -1.726
C 2.46299 5.66057 2.01984 0.588 0.671 0.459
C 2.09720 5.00925 3.16669 0.406 0.382 0.554
C 1.25742 3.94085 3.06043 -0.382 -0.630 1.591
C 0.75043 3.51224 1.86832 -0.681 -0.908 0.078
H -2.62880 6.68107 0.55213 -0.086 -0.310 0.161
H -1.09289 7.03521 0.23743 0.228 -0.316 0.196
H 0.06626 6.15504 -1.90184 0.137 0.213 -0.169
H 2.24609 5.76381 -0.07636 -0.065 -0.028 -0.080
H 3.13483 6.50478 2.06281 0.072 0.071 -0.088
H 2.46356 5.33528 4.12790 0.022 -0.021 0.112
H 0.96612 3.42053 3.96541 -0.022 -0.071 0.004
H 0.10708 2.64526 1.88483 0.007 -0.108 -0.335
C 1.48696 -2.05566 0.99805 0.112 0.059 0.020
C 0.85787 -0.75248 0.56314 -0.063 0.138 -0.041
O 1.33897 0.33311 0.86483 0.039 -0.036 0.076
N -0.27189 -0.82652 -0.18096 0.163 -0.149 0.157
C -0.97039 -2.02113 -0.62181 -0.188 0.647 0.075
H 2.37657 -1.83694 1.58185 -0.026 0.099 -0.009
H 0.79307 -2.62574 1.61699 0.010 -0.103 -0.088
H 1.77258 -2.65020 0.12925 -0.113 -0.117 0.047
H -0.64421 0.07343 -0.44271 -0.034 0.108 -0.033
H -1.00942 -2.02833 -1.71108 -0.019 -0.221 0.000
H -1.99143 -1.99974 -0.23058 -0.018 -0.127 -0.054
H -0.47754 -2.92069 -0.28397 0.067 0.000 -0.046
C 0.38581 -6.97827 -1.46398 0.022 0.040 0.029
C -0.26835 -5.69598 -1.91818 0.029 0.154 -0.006
O 0.18366 -4.59761 -1.63089 0.082 -0.216 -0.044
N -1.39566 -5.79798 -2.66980 0.199 -0.208 0.159
C -2.07697 -7.00381 -3.10795 -0.134 0.584 -0.097
H 1.26682 -6.73321 -0.87895 -0.021 0.090 -0.017
H -0.29816 -7.55622 -0.84124 0.017 -0.098 -0.078
H 0.69188 -7.57542 -2.32365 -0.065 -0.093 0.046
H -1.78076 -4.90681 -2.94041 -0.009 -0.011 -0.031
H -2.11107 -7.01068 -4.19841 -0.067 -0.223 0.005
H -3.09743 -6.98836 -2.72070 -0.026 -0.244 -0.060
H -1.57427 -7.89823 -2.75829 0.034 0.032 0.033
C -0.33445 2.54360 -3.95799 -0.003 -0.079 -0.180
C 0.10336 2.25174 -5.37093 -0.067 -0.008 -0.091
O -0.69590 2.12718 -6.28883 0.143 -0.027 0.034
N 1.43657 2.12792 -5.59786 -0.100 0.058 0.189
C 2.52059 2.24090 -4.63781 0.007 -0.081 -0.444
H -1.41678 2.61505 -3.92715 0.008 -0.008 -0.067
H -0.02113 1.74225 -3.28879 0.044 0.123 0.114
H 0.08564 3.49140 -3.61967 0.043 -0.073 0.115
H 1.66606 1.93361 -6.55955 0.021 -0.006 0.004
H 3.19100 3.04696 -4.94146 0.064 0.004 0.147
H 3.08410 1.30694 -4.61559 0.065 0.041 0.150
H 2.14528 2.44919 -3.64165 -0.044 -0.014 -0.010
C 0.80283 0.24580 7.47725 -0.063 0.026 0.014
C 1.35973 1.53432 6.92024 -0.013 0.210 -0.081
O 0.68266 2.54997 6.84057 -0.010 -0.036 -0.020
N 2.65103 1.52774 6.50502 -0.196 -0.278 0.177
C 3.60184 0.42243 6.52212 -0.250 0.552 -0.179
H -0.23195 0.40734 7.76369 0.013 0.093 -0.032
H 0.83917 -0.54186 6.72396 0.071 -0.068 0.079
H 1.36596 -0.06391 8.35832 0.024 -0.114 -0.058
H 2.95983 2.41582 6.14310 0.012 -0.018 -0.048
H 4.46055 0.69641 7.12527 0.092 -0.200 0.011
H 3.93931 0.22402 5.50661 0.140 -0.146 0.071
H 3.15350 -0.47667 6.93085 -0.054 0.029 0.009
C 8.80883 -0.33955 6.88396 -0.023 -0.035 -0.012
C 7.47549 0.36524 6.81126 -0.121 -0.060 -0.086
O 6.50724 -0.13608 6.26187 0.257 0.004 0.024
N 7.38663 1.59600 7.38591 0.207 -0.201 -0.025
C 8.42473 2.33973 8.07690 -0.452 0.131 -0.078
H 8.72323 -1.30045 6.38637 -0.093 0.025 -0.019
H 9.57849 0.24740 6.38138 0.066 -0.006 0.102
H 9.09592 -0.50770 7.92270 0.108 0.056 -0.025
H 6.47507 2.01620 7.30365 0.014 0.049 0.002
H 8.10634 2.54134 9.10086 0.157 0.031 0.042
H 8.58932 3.29085 7.56818 0.147 0.015 0.076
H 9.35651 1.78603 8.09965 -0.018 -0.039 -0.024
C -5.47735 4.05208 -8.66349 -0.059 -0.001 -0.036
C -5.89413 3.01849 -7.64326 -0.155 -0.144 0.124
O -7.01463 2.52887 -7.63957 0.020 0.053 -0.067
N -4.97218 2.64706 -6.72101 0.013 0.298 -0.247
C -3.59989 3.11648 -6.57199 -0.420 -0.407 0.255
H -6.31439 4.24429 -9.32793 -0.051 -0.067 0.056
H -5.20004 4.98443 -8.17038 0.117 -0.008 -0.057
H -4.63700 3.68684 -9.25484 0.069 0.105 0.040
H -5.31213 1.95655 -6.07132 0.026 -0.016 0.007
H -2.91849 2.27648 -6.65761 0.182 0.133 -0.001
H -3.48457 3.56235 -5.58186 0.171 0.085 -0.058
H -3.34828 3.85523 -7.32472 -0.051 -0.003 -0.025
C -5.86814 -7.48326 0.04763 0.008 -0.015 0.009
C -6.17800 -8.75517 -0.70626 0.009 -0.204 0.030
O -5.94014 -9.85722 -0.24338 0.028 0.051 0.018
N -6.73986 -8.63010 -1.94046 0.097 0.221 0.147
C -7.09151 -7.41167 -2.64739 -0.047 -0.464 -0.125
H -5.42746 -7.73637 1.00679 -0.013 -0.120 -0.033
H -5.15672 -6.87447 -0.51263 -0.090 0.117 0.018
H -6.78185 -6.91422 0.22301 0.066 0.116 -0.055
H -6.92154 -9.51329 -2.39015 -0.017 0.003 -0.008
H -8.16151 -7.41100 -2.86075 0.006 0.171 -0.031
H -6.54736 -7.36974 -3.59276 -0.038 0.165 -0.015
H -6.84878 -6.53210 -2.06141 0.010 -0.023 0.038
```
Positions in Å, forces in eV/Å.

=====

Result set for LUMO energy: 0.050 0.389 eV, one per record in the order listed.
Result set for total energy: -138751.9041 -83493.9825 eV, one per record in the order listed.
Result set for relative energy (zero: lowest compared OMol25 entry of this formula, charge and spin): 0.0 0.0 kcal per mole, one per record in the order listed.